A cluster of 2 separate species, C30H37OSi in total in a non-equilibrium geometry. Source: OMol25; level of theory: ωB97M-V/def2-TZVPD.

The lowest unoccupied orbital energy is -5.29 eV. The net charge is +1. The calculation puts the orbital gap at 0.21288 Eh.

Each line ends with the Mulliken charge.
Cartesian coordinates (Å):
C: 1.2598 3.5530 5.1674  -1.76
O: 0.4167 0.1446 2.7150  -0.41
H: 1.5267 -6.2992 -1.9325  0.41
H: -2.1298 -0.4318 3.5704  0.21
C: 1.5350 -4.7767 -3.4713  -0.81
C: 1.5813 0.9842 -6.1172  -0.81
C: 1.3072 -3.4360 -3.7665  -0.24
H: 0.7810 -4.7186 -0.1435  0.43
C: 0.8716 -2.5189 -2.7734  0.25
H: 3.1978 -1.4650 -3.5634  0.49
C: -0.5564 -0.4363 -2.6484  -0.29
H: 1.1127 1.6315 -6.8611  0.40
H: -1.6451 -0.9501 0.4017  -0.41
H: 1.4586 0.1023 5.5890  0.32
C: -0.7267 -0.4380 0.6722  -0.38
C: 2.9700 0.7837 -6.1190  -0.34
C: -5.3214 0.7897 -0.9349  -0.39
H: -1.3268 2.5531 4.8646  0.33
C: 2.7501 -0.7563 -4.2654  -0.09
H: 1.6385 1.3757 6.8095  0.47
C: -0.6070 -0.4046 2.0337  0.73
H: -1.2081 -1.9679 3.3908  0.27
H: 0.3356 3.9702 2.2545  0.43
H: 3.2543 2.6395 2.7264  0.34
H: 0.5387 -2.2986 -0.6428  0.56
H: 1.8619 -5.4532 -4.2632  0.40
H: 2.8804 1.3244 1.5925  0.30
H: -5.7337 -1.0874 0.0790  0.40
C: 1.3466 -5.2476 -2.1645  -0.43
C: -0.6263 1.9012 5.3971  -1.67
Si: 0.9701 1.7273 3.0424  0.42
H: -0.6694 0.5912 -3.0068  0.60
H: 2.3001 3.7237 4.8613  0.36
H: 2.7940 1.2715 5.4689  0.38
C: 0.9443 -4.3560 -1.1616  -0.82
H: -1.3523 -1.9316 -1.3576  0.98
C: 0.8251 2.0978 4.9426  1.85
H: 0.6287 4.2655 4.6239  0.37
H: 1.1896 3.8005 6.2370  0.43
C: 0.7872 0.3702 -5.1494  -0.25
H: -0.2951 0.5297 -5.1375  0.48
H: -0.0556 0.0562 -0.0316  0.50
C: 1.3561 -0.5117 -4.2030  -0.10
C: -3.7789 -1.0704 -0.8105  -0.27
H: -2.4238 1.5169 -2.6020  0.33
H: -4.6470 2.4946 -2.0854  0.41
H: 3.5946 1.3053 -6.8433  0.40
H: -1.1147 2.9601 2.4613  0.33
C: -5.0108 -0.5057 -0.4924  -0.73
H: 1.4380 -3.0841 -4.7929  0.51
C: -2.8109 -0.3445 -1.5526  0.89
H: 3.3019 0.9424 3.2731  0.32
C: 0.5332 -1.1532 -3.1745  0.33
C: -0.0688 2.9561 2.1267  -1.12
C: -4.3935 1.5044 -1.7060  -0.76
H: -0.9532 0.8584 5.2723  0.27
H: -2.4195 -1.4969 2.1826  0.36
C: 2.7688 1.6585 2.6328  -1.16
C: 3.5538 -0.0822 -5.1829  -0.80
C: 0.7583 -3.0002 -1.4515  0.01
H: -3.5337 -2.0824 -0.4719  0.41
C: -1.6428 -1.1115 2.8537  -1.05
H: -0.0570 2.7225 1.0542  0.33
C: -1.4870 -0.9166 -1.7332  -0.82
H: 4.6354 -0.2340 -5.1600  0.39
C: -3.1511 0.9469 -2.0189  -0.56
C: 1.7396 1.1540 5.7360  -1.82
H: -6.2968 1.2206 -0.7090  0.40
H: -0.7002 2.1396 6.4693  0.48

Atoms 1-3, force components in eV/Å:
0.017 0.042 0.104
-0.177 0.349 0.013
-0.118 0.346 -0.052



A structure of composition C30H38AsO3PRe in a non-equilibrium geometry. Source: OMol25; level of theory: ωB97M-V/def2-TZVPD.

The lowest unoccupied orbital energy (spin up / spin down) is -12.39 / -16.27 eV. The net charge is +4. As for the spin multiplicity: 4. The calculation puts the orbital gap (spin up / spin down) at 0.28579 / 0.14135 Eh.

Each line ends with the Löwdin spin population.
Cartesian coordinates (Å):
H: 1.0088 0.8848 -3.5162  0.00
H: -3.3243 0.4101 -0.8861  0.00
O: 2.5966 -0.8132 -1.9611  0.06
H: -1.5218 -1.6513 6.3963  0.00
H: -0.0253 3.1531 -4.2108  0.00
H: 2.6521 -3.0948 0.0973  0.00
C: 0.0942 1.0453 5.0673  0.28
Re: 0.0654 -0.2987 -0.1417  0.59
H: -3.7425 3.3548 -1.1222  0.00
H: -3.0512 0.0405 -2.6045  0.00
C: -1.3015 0.5097 1.0415  0.01
C: 0.4470 -5.8040 2.5430  0.02
O: -1.7429 -2.5032 -1.3872  0.03
C: -0.7115 -0.2655 -4.0840  0.00
H: 1.0885 1.0790 3.1457  0.00
H: -0.4827 -1.1312 -3.4518  0.00
C: -0.6497 0.2846 5.9751  0.25
C: -0.9400 -1.0550 5.6917  0.00
H: -1.4649 2.2497 -4.7464  0.00
C: -1.2588 -3.7658 1.6589  0.01
C: 0.9336 -4.4944 2.4239  0.13
C: 0.2296 -0.8617 3.5827  0.22
H: 2.3681 2.0707 -1.8053  0.00
H: -2.3317 2.4521 -2.9587  0.00
H: 1.1132 -6.5948 2.8910  0.00
H: -0.7137 -2.6811 4.2718  0.01
C: -1.0572 -1.6717 -0.9183  0.03
C: -0.0826 1.0326 -3.5680  0.07
H: -2.7693 -5.2974 1.5078  0.01
C: 0.4095 3.0341 -1.5274  0.00
C: 4.8420 -1.4322 2.8531  0.01
C: -2.2965 2.0091 -1.9520  0.00
C: -0.4927 -1.6374 4.4986  0.20
H: 1.9693 -4.2642 2.6767  0.00
H: 1.8554 3.0688 -3.1864  0.00
O: -2.1096 0.9635 1.7599  0.02
H: 1.3942 1.1566 0.5047  0.00
H: -2.6225 2.7015 0.0887  0.00
P: -0.5216 1.4269 -1.7860  0.04
H: -1.8018 -0.1815 -4.1789  0.00
C: 0.0764 -3.4860 1.9767  0.25
H: 2.9662 -0.7211 3.6901  0.00
C: 1.8386 2.9887 -2.0932  0.00
H: 0.3329 2.0879 5.2856  0.01
C: -0.3888 2.1747 -4.5415  0.02
C: 0.4015 3.5375 -0.0703  0.00
H: -0.1776 3.7478 -2.1316  0.00
C: 2.6771 -1.8919 1.8966  0.03
As: 0.7182 -1.6181 1.8004  0.06
C: 3.4488 -1.2911 2.8951  0.00
H: 2.3987 3.8430 -1.6911  0.00
H: -0.3023 -0.4661 -5.0852  0.00
H: 5.4552 -0.9555 3.6197  0.00
H: 0.1059 1.9441 -5.4952  0.01
H: -2.0947 3.9931 -1.0255  0.00
C: 3.2709 -2.6374 0.8723  0.01
H: -1.2583 -7.1140 2.3099  0.01
H: -0.3327 4.3429 0.0624  0.00
H: -1.0066 0.7369 6.9021  0.01
H: -4.2889 1.2279 -2.1348  0.00
C: -3.2866 0.8433 -1.8964  0.00
C: 4.6609 -2.7846 0.8457  0.00
H: 1.4630 0.5864 1.1242  0.00
C: 5.4453 -2.1762 1.8329  0.00
C: 0.5278 0.4758 3.8622  0.01
C: -0.8819 -6.0935 2.2162  0.29
H: 6.5321 -2.2824 1.8037  0.00
C: -2.6943 3.0818 -0.9382  0.00
H: -1.9238 -2.9688 1.3237  0.00
H: 5.1259 -3.3688 0.0503  0.00
C: -1.7333 -5.0759 1.7701  0.25
C: 1.6588 -0.6268 -1.2862  0.04
H: 0.1684 2.7611 0.6691  0.00
H: 1.3881 3.9482 0.1787  0.00

Atoms 1-3, force components in eV/Å:
-0.221 0.098 -0.018
-0.104 0.095 -0.165
-4.127 1.036 3.085



Calculated energy in order - -1529.8582, -4045.3885 Eh